Record 1
{
  "formula": "C5H13NOS",
  "method": "ωB97M-V/def2-TZVPD",
  "homo_energy_ev": -8.70,
  "e_above_lowest_ev": 0.4448,
  "smiles": "CCC(N)=O.CSC",
  "symbols": ["C", "C", "C", "N", "O", "H", "H", "H", "H", "H", "H", "H", "C", "S", "C", "H", "H", "H", "H", "H", "H"],
  "coordinates": [[-0.52124, 2.13354, 0.25180], [0.29877, 1.13650, -0.56755], [0.78915, 1.80562, -1.85339], [1.80645, 1.14247, -2.54992], [0.27001, 2.77952, -2.32013], [-0.26634, 3.18473, 0.32107], [-0.57345, 1.79691, 1.29146], [-1.53442, 2.15161, -0.18632], [1.06959, 0.69484, 0.06269], [-0.35389, 0.31671, -0.87131], [1.98070, 1.40929, -3.50440], [2.20614, 0.25884, -2.28658], [-1.61676, -1.25223, 1.33832], [0.00349, -1.25061, 2.05688], [0.51776, -2.87019, 1.40684], [-2.25960, -2.04446, 1.74131], [-2.23981, -0.38409, 1.41509], [-1.51076, -1.30351, 0.24428], [0.19429, -3.56878, 2.17422], [1.59752, -3.00657, 1.41468], [0.14241, -3.13014, 0.42098]],
  "forces_ev_per_angstrom": [[-1.378, -0.445, 0.277], [0.331, 1.157, 0.047], [0.958, -1.981, -0.405], [-0.378, 0.287, 0.348], [-0.323, 0.891, -0.182], [0.845, -0.011, -0.510], [-0.240, -0.167, -0.133], [0.219, 0.003, 0.448], [0.314, 0.047, -0.358], [0.043, -0.045, -0.058], [-0.115, 0.269, 0.070], [-0.248, 0.059, 0.376], [-0.923, -0.600, -1.070], [0.553, 0.276, -0.120], [0.218, -0.331, 1.042], [0.360, -0.186, -0.319], [0.289, 1.043, 0.792], [-0.079, -0.608, 0.250], [-0.374, -0.457, -0.375], [0.139, 0.564, -0.143], [-0.209, 0.234, 0.021]]
}

Record 2
{
  "formula": "C17H20FNO2",
  "method": "ωB97M-V/def2-TZVPD",
  "homo_energy_ev": -8.39,
  "e_above_lowest_ev": 0.1424,
  "smiles": "Cc1ccc(OC[C@@H](O)CNCc2ccc(F)cc2)cc1",
  "symbols": ["C", "C", "C", "C", "C", "O", "C", "C", "O", "C", "N", "C", "C", "C", "C", "C", "F", "C", "C", "C", "C", "H", "H", "H", "H", "H", "H", "H", "H", "H", "H", "H", "H", "H", "H", "H", "H", "H", "H", "H", "H"],
  "coordinates": [[-0.37490, 0.47722, 5.20882], [0.32662, 0.01667, 3.96671], [0.20248, -1.28845, 3.50629], [0.84165, -1.69932, 2.35494], [1.62990, -0.80965, 1.62616], [2.22096, -1.33077, 0.50611], [2.89570, -0.47766, -0.38663], [1.94780, 0.39635, -1.22394], [2.76071, 1.36367, -1.85424], [1.16677, -0.43798, -2.26251], [0.31202, -1.48079, -1.73863], [-0.83285, -1.02128, -0.96318], [-1.74866, -0.17546, -1.80624], [-2.13086, -0.62254, -3.06675], [-2.96543, 0.13718, -3.86404], [-3.41986, 1.35161, -3.38118], [-4.23676, 2.10169, -4.15347], [-3.05903, 1.82147, -2.13292], [-2.21641, 1.04966, -1.35125], [1.76415, 0.49745, 2.07938], [1.11641, 0.89369, 3.23669], [-1.17154, 1.17731, 4.95662], [0.31913, 0.98918, 5.87322], [-0.81292, -0.36317, 5.74098], [-0.40359, -1.99459, 4.05515], [0.74751, -2.71332, 1.99854], [3.61172, 0.17136, 0.12954], [3.45597, -1.14019, -1.05205], [1.23063, 0.89516, -0.55155], [2.22800, 1.84976, -2.49339], [0.54332, 0.24022, -2.85719], [1.89124, -0.91092, -2.93329], [0.86389, -2.11617, -1.17094], [-1.37307, -1.91957, -0.64477], [-0.55515, -0.46753, -0.05176], [-1.75406, -1.57034, -3.41772], [-3.26758, -0.19684, -4.84404], [-3.43114, 2.77349, -1.78864], [-1.92416, 1.40588, -0.37371], [2.37007, 1.21444, 1.54785], [1.23135, 1.91308, 3.57700]],
  "forces_ev_per_angstrom": [[-0.012, 0.055, -0.043], [0.027, 0.063, 0.025], [0.055, 0.094, -0.050], [0.180, 0.058, -0.237], [-0.154, -0.132, 0.182], [-0.190, -0.149, 0.294], [0.144, 0.580, -0.395], [-0.482, -0.452, 0.173], [0.205, 0.107, -0.139], [0.273, 0.190, 0.140], [0.043, -0.281, 0.092], [0.005, -0.078, 0.148], [0.017, 0.013, 0.095], [-0.041, 0.116, 0.106], [-0.123, 0.145, -0.041], [0.075, 0.000, 0.128], [0.060, -0.060, 0.047], [-0.183, 0.080, -0.253], [0.053, -0.184, -0.077], [0.201, -0.056, -0.301], [-0.115, -0.152, 0.087], [-0.075, 0.032, 0.074], [-0.013, 0.024, 0.104], [-0.046, -0.016, 0.086], [-0.060, -0.071, 0.066], [-0.008, -0.131, -0.049], [-0.020, -0.087, 0.001], [-0.002, 0.092, 0.053], [0.109, -0.132, -0.046], [0.033, -0.036, 0.044], [0.126, -0.012, -0.041], [0.023, 0.144, -0.032], [-0.140, 0.037, -0.116], [0.046, 0.088, 0.089], [-0.092, -0.048, -0.084], [0.051, -0.111, -0.070], [-0.050, -0.013, -0.105], [-0.053, 0.102, 0.002], [0.056, 0.027, 0.103], [0.057, 0.047, -0.092], [0.022, 0.108, 0.032]]
}

Record 3
{
  "formula": "C25H69O11Zr",
  "method": "ωB97M-V/def2-TZVPD",
  "homo_energy_ev": -10.53,
  "e_above_lowest_ev": 8.6370,
  "total_charge": 1,
  "symbols": ["Zr", "C", "C", "C", "O", "H", "H", "H", "H", "H", "H", "H", "C", "C", "C", "O", "H", "H", "H", "H", "H", "H", "H", "C", "C", "C", "O", "H", "H", "H", "H", "H", "H", "H", "C", "C", "O", "H", "H", "H", "H", "H", "H", "C", "C", "O", "H", "H", "H", "H", "H", "H", "C", "C", "O", "H", "H", "H", "H", "H", "H", "C", "C", "O", "H", "H", "H", "H", "H", "H", "C", "C", "O", "H", "H", "H", "H", "H", "H", "C", "C", "O", "H", "H", "H", "H", "H", "H", "C", "C", "O", "H", "H", "H", "H", "H", "H", "C", "C", "O", "H", "H", "H", "H", "H", "H"],
  "coordinates": [[-14.87908, -30.21998, -18.59053], [-14.08016, -29.81046, -12.20283], [-14.78582, -29.79035, -13.55839], [-14.76490, -28.36256, -14.16188], [-14.40424, -30.81945, -14.37321], [-14.49997, -29.07429, -11.51552], [-13.00910, -29.64238, -12.32131], [-14.24505, -30.75877, -11.69046], [-15.87401, -29.92572, -13.43097], [-13.77004, -27.94670, -13.97922], [-15.56334, -27.81448, -13.66423], [-14.94260, -28.38232, -15.23674], [-18.38730, -27.56656, -19.64861], [-17.60339, -28.66191, -20.34226], [-17.15052, -28.25718, -21.73619], [-16.55517, -29.18812, -19.50913], [-17.67979, -26.74564, -19.50375], [-18.78954, -27.96083, -18.71906], [-19.16770, -27.15577, -20.28659], [-18.30053, -29.50000, -20.45110], [-16.64298, -27.29636, -21.73992], [-18.02379, -28.27862, -22.38797], [-16.52538, -29.06171, -22.13115], [-14.45334, -26.16587, -18.97012], [-13.69572, -27.03626, -17.96944], [-13.45265, -26.27911, -16.64246], [-14.24668, -28.30162, -17.74825], [-15.52504, -26.27677, -18.79841], [-14.30371, -26.48618, -20.00191], [-14.13017, -25.14272, -18.79572], [-12.65271, -27.13491, -18.30263], [-14.39493, -26.21211, -16.09305], [-13.14058, -25.25283, -16.83841], [-12.64958, -26.65079, -16.00524], [-14.24015, -22.39428, -16.43335], [-14.60421, -21.33388, -15.35110], [-13.59873, -21.38924, -14.35530], [-14.94604, -22.34503, -17.27485], [-14.28251, -23.43749, -16.12749], [-13.28668, -22.09514, -16.86476], [-15.53689, -21.68033, -14.89429], [-14.61583, -20.33014, -15.76779], [-13.83842, -22.05348, -13.69914], [-17.36853, -26.53106, -16.46093], [-17.38750, -25.60588, -15.21593], [-18.38405, -24.65395, -15.30053], [-16.64302, -27.34194, -16.45813], [-17.31986, -25.99309, -17.40648], [-18.36040, -26.99397, -16.48076], [-16.39747, -25.14212, -15.09786], [-17.43410, -26.29051, -14.35725], [-18.24437, -23.89284, -14.73415], [-14.38074, -26.52964, -23.26570], [-12.86994, -26.35787, -23.50696], [-12.59474, -26.15894, -24.88099], [-14.92098, -25.68611, -23.71043], [-14.61817, -26.67936, -22.21751], [-14.81911, -27.31879, -23.88318], [-12.38629, -27.19766, -23.00176], [-12.48161, -25.50659, -22.93663], [-13.35628, -25.66850, -25.20537], [-11.03593, -24.05289, -17.61637], [-10.15301, -24.62634, -16.55783], [-9.80198, -25.93794, -16.99035], [-11.24517, -22.98970, -17.47920], [-12.00872, -24.53745, -17.72241], [-10.60885, -24.09335, -18.62102], [-10.65335, -24.59809, -15.57954], [-9.25545, -24.04497, -16.32196], [-9.03155, -26.26081, -16.51451], [-10.49488, -27.58324, -13.22523], [-9.50174, -28.62557, -13.69920], [-8.76772, -28.21730, -14.84446], [-11.40120, -27.71818, -13.81832], [-10.09008, -26.57626, -13.29829], [-10.73095, -27.81203, -12.18345], [-10.04731, -29.54685, -13.94359], [-8.72624, -28.89039, -12.97776], [-9.24680, -28.43430, -15.64509], [-17.51070, -23.29565, -18.45853], [-17.83138, -21.89680, -18.97105], [-18.39316, -21.04112, -17.97729], [-18.39085, -23.83891, -18.11206], [-16.68840, -23.39971, -17.74946], [-17.12005, -23.85714, -19.31795], [-18.56257, -21.92670, -19.78527], [-16.91346, -21.48109, -19.38734], [-19.18192, -21.52327, -17.70399], [-11.06071, -29.87394, -17.77095], [-12.08475, -30.33978, -16.74865], [-13.21046, -31.05304, -17.32530], [-10.46775, -30.61274, -18.30571], [-10.36121, -29.23446, -17.22760], [-11.46107, -29.15804, -18.49648], [-12.39593, -29.54405, -16.07295], [-11.57302, -31.01979, -16.06299], [-13.14586, -31.90286, -16.86266], [-12.86557, -24.87255, -13.30950], [-14.29479, -24.50151, -12.93732], [-14.38347, -23.25725, -12.27588], [-12.22915, -24.64324, -12.44684], [-12.49214, -24.17997, -14.06352], [-12.82623, -25.94807, -13.46162], [-14.84471, -25.28737, -12.40921], [-14.84165, -24.36630, -13.87916], [-14.16412, -23.37993, -11.34704]],
  "forces_ev_per_angstrom": [[-2.118, 8.169, 1.828], [0.004, -0.504, 0.521], [-2.194, 0.115, -0.992], [1.051, -0.720, 0.083], [0.972, 0.381, -0.760], [-0.001, 0.327, -0.321], [0.004, 0.025, -0.021], [0.175, -0.154, -0.256], [-0.031, -0.299, 0.837], [-0.174, 0.475, -0.103], [0.234, 0.354, 0.038], [-0.075, -0.112, 0.040], [1.040, 0.186, -0.013], [-1.174, -0.749, -0.220], [0.171, -0.943, 0.360], [3.796, -2.566, 1.340], [-0.217, 0.090, 0.488], [-0.063, 0.387, 0.108], [-0.151, -0.344, -0.046], [0.106, -0.124, -0.154], [-0.016, -0.014, -0.157], [-0.055, 0.467, 0.062], [0.351, 0.269, -0.055], [-0.369, -0.809, 0.367], [1.665, 1.484, 0.309], [-0.996, 0.185, 0.192], [-1.098, -5.133, -1.847], [-0.027, 0.312, 0.222], [0.308, 0.134, -0.004], [-0.180, 0.117, -0.410], [-0.130, -0.450, -0.528], [0.103, -0.071, 0.237], [-0.389, -0.309, -0.122], [-0.183, -0.572, -0.103], [-0.767, 1.374, -0.899], [0.590, -2.360, -0.012], [0.348, 0.440, 0.125], [-0.024, 0.193, 0.131], [0.343, 0.071, 0.540], [0.257, -0.428, 0.171], [-0.351, 0.764, -0.198], [-0.328, -0.059, 0.040], [-0.050, 0.141, 0.222], [-1.434, 0.588, 0.251], [2.246, -1.232, -0.303], [-1.099, 0.099, -0.482], [0.242, 0.213, 0.312], [0.313, 0.256, 0.143], [0.030, -0.177, -0.039], [-0.053, 0.160, -0.208], [-0.572, 0.257, 0.218], [0.279, -0.130, 0.169], [0.143, 0.356, -1.130], [-0.935, 0.411, 0.955], [0.118, -0.644, 0.404], [0.050, 0.465, 0.693], [-0.114, 0.149, 0.010], [0.466, -0.592, 0.341], [0.452, -0.396, -1.029], [-0.261, 0.228, 0.000], [0.167, 0.061, -0.286], [-0.348, 1.086, -1.119], [0.272, -0.035, 0.611], [-0.155, -0.381, 0.096], [0.048, -0.052, 0.377], [0.481, 0.035, 0.195], [0.417, -0.230, 0.152], [-0.348, -0.540, -0.115], [0.064, 0.171, -0.711], [0.023, 0.143, 0.246], [0.173, -0.707, 0.210], [0.233, -0.413, -0.294], [0.306, 0.281, -0.406], [-0.075, 0.472, 0.024], [-0.083, 0.014, -0.053], [-0.186, 0.212, 0.001], [0.087, -0.060, 0.228], [-0.268, 0.198, 0.221], [-0.158, 0.026, 0.003], [0.186, -0.585, -0.954], [-0.090, -0.174, 0.176], [0.379, -0.350, -0.034], [0.018, 0.114, 0.225], [-0.351, 0.534, 0.382], [-0.228, -0.073, -0.154], [0.204, -0.375, -0.196], [-0.097, 0.481, 0.282], [-0.061, 0.341, 0.263], [-0.239, 1.019, -0.038], [2.066, 0.541, 0.611], [-0.457, -0.490, -0.579], [-0.288, -0.358, 0.203], [0.109, -0.171, 0.086], [-0.306, -0.200, -0.064], [-0.679, 0.130, -0.544], [-0.278, -0.346, -0.171], [-0.742, -0.053, -0.150], [-0.181, 0.519, 1.506], [-0.278, -0.103, -1.044], [-0.158, 0.113, 0.205], [-0.004, -0.289, 0.109], [-0.057, -0.564, -0.522], [0.357, 0.139, -0.685], [0.297, -0.010, 0.227], [-0.080, 0.039, 0.156], [0.081, 0.140, -0.019]]
}